{
  "formula": "C66H146N11O9P",
  "method": "the ωB97M-V functional and the def2-TZVPD basis",
  "orbital_gap_ev": [6.239, 2.315],
  "spin_multiplicity": 2,
  "lumo_energy_ev": [-2.90, -6.82],
  "charge": 1,
  "symbols": ["C", "O", "N", "C", "C", "H", "H", "H", "H", "H", "H", "H", "C", "O", "N", "C", "C", "H", "H", "H", "H", "H", "H", "H", "O", "P", "N", "C", "C", "N", "C", "C", "N", "C", "C", "H", "H", "H", "H", "H", "H", "H", "H", "H", "H", "H", "H", "H", "H", "H", "H", "H", "H", "C", "C", "C", "C", "C", "C", "N", "O", "C", "C", "C", "H", "H", "H", "H", "H", "H", "H", "H", "H", "H", "H", "H", "H", "H", "H", "H", "H", "H", "H", "C", "C", "C", "C", "C", "C", "N", "O", "C", "C", "C", "H", "H", "H", "H", "H", "H", "H", "H", "H", "H", "H", "H", "H", "H", "H", "H", "H", "H", "H", "C", "C", "C", "C", "C", "C", "N", "O", "C", "C", "C", "H", "H", "H", "H", "H", "H", "H", "H", "H", "H", "H", "H", "H", "H", "H", "H", "H", "H", "H", "C", "C", "C", "C", "C", "C", "N", "O", "C", "C", "C", "H", "H", "H", "H", "H", "H", "H", "H", "H", "H", "H", "H", "H", "H", "H", "H", "H", "H", "H", "C", "C", "C", "C", "C", "C", "N", "O", "C", "C", "C", "H", "H", "H", "H", "H", "H", "H", "H", "H", "H", "H", "H", "H", "H", "H", "H", "H", "H", "H", "C", "C", "C", "C", "C", "C", "N", "O", "C", "C", "C", "H", "H", "H", "H", "H", "H", "H", "H", "H", "H", "H", "H", "H", "H", "H", "H", "H", "H", "H"],
  "positions_angstrom": [[14.98495, -4.25267, -7.44406], [15.58735, -5.37223, -7.29018], [13.76217, -4.14281, -8.02993], [13.07845, -2.87879, -8.22143], [13.03621, -5.16932, -8.90404], [15.31403, -3.34028, -6.92305], [13.10706, -2.48206, -9.23627], [13.51703, -2.09532, -7.60345], [12.02290, -2.97544, -7.96734], [13.68003, -6.04791, -8.94509], [12.07149, -5.39474, -8.44949], [12.84139, -4.90103, -9.94239], [14.47317, -2.70922, 1.37013], [15.66255, -2.93005, 0.93884], [13.62083, -1.83507, 0.84703], [12.29311, -1.71470, 1.54482], [13.86453, -0.78858, -0.22472], [14.02282, -3.36420, 2.13196], [12.47505, -1.30165, 2.53698], [11.89325, -2.72827, 1.57486], [11.50172, -1.04059, 1.21715], [14.87092, -1.08607, -0.51933], [13.10119, -0.78136, -1.00276], [14.10111, 0.21183, 0.13765], [14.09468, -9.34697, -2.18391], [14.29434, -8.05320, -2.91155], [15.28219, -6.74407, -2.15255], [15.26313, -5.38357, -2.64511], [15.96202, -6.92629, -0.95980], [12.80226, -7.36061, -3.39006], [12.65274, -6.15212, -4.20734], [11.56333, -8.14475, -3.31859], [15.19170, -8.21292, -4.44665], [16.64104, -8.12950, -4.61200], [14.49171, -8.79161, -5.58667], [15.59304, -5.42173, -3.68328], [15.92467, -4.80084, -2.00410], [14.25902, -4.99397, -2.47754], [16.75262, -6.18947, -0.81786], [16.37221, -7.92830, -0.83401], [15.25786, -6.82391, -0.13411], [13.63426, -5.71430, -4.38909], [12.24435, -6.37634, -5.19275], [12.11102, -5.36883, -3.67714], [11.68642, -8.99551, -2.64840], [10.75166, -7.55659, -2.89039], [11.27145, -8.65824, -4.23468], [17.03764, -7.69902, -3.69250], [17.03399, -9.08268, -4.96577], [16.76425, -7.46157, -5.46453], [14.89125, -8.39126, -6.51844], [13.41147, -8.73634, -5.45207], [14.70960, -9.85634, -5.67007], [2.96237, -3.43374, -2.28182], [4.15001, -2.87222, -3.04313], [5.51764, -3.03640, -2.17597], [6.30468, -4.33976, -2.28594], [6.51774, -4.53835, -3.72839], [5.15281, -4.72074, -4.50402], [4.29614, -3.56719, -4.33167], [3.25063, -3.43830, -5.24748], [5.49199, -4.92865, -6.01963], [4.48269, -6.20073, -4.17605], [4.10783, -1.39699, -3.40326], [3.18109, -4.43435, -1.90896], [2.06994, -3.65226, -2.86827], [2.58685, -2.85909, -1.43514], [6.19547, -2.18748, -2.08658], [5.36885, -3.06352, -1.09651], [5.84869, -5.18090, -1.76377], [7.26876, -4.19064, -1.79972], [7.06459, -5.41338, -4.07963], [7.03161, -3.65131, -4.09877], [5.98834, -5.87749, -6.22316], [4.59213, -4.92424, -6.63472], [6.27908, -4.23733, -6.32074], [3.68525, -6.50807, -4.85261], [5.18625, -7.02876, -4.26246], [4.04587, -6.32084, -3.18466], [4.97683, -1.11353, -3.99705], [4.23253, -0.71851, -2.55933], [3.26289, -1.14769, -4.04516], [3.40748, -2.54593, -5.56477], [4.46539, 0.19931, 1.51559], [5.94270, -0.03844, 2.10394], [6.90497, 0.71057, 0.97357], [8.24230, 1.00376, 1.51789], [8.26524, 1.87211, 2.81142], [7.38978, 1.29304, 3.87422], [6.07079, 0.91030, 3.35555], [5.14179, 0.75934, 4.30428], [8.16793, 0.28704, 4.79744], [7.16070, 2.57909, 4.77150], [6.31851, -1.48160, 2.25892], [4.31477, -0.41659, 0.62898], [4.36367, 1.17058, 1.03147], [3.66847, 0.16478, 2.25845], [6.72048, -0.01320, 0.17971], [6.49519, 1.65857, 0.62502], [8.84821, 1.53863, 0.78653], [8.73017, 0.02957, 1.55004], [7.86876, 2.84129, 2.50875], [9.32532, 1.89183, 3.06426], [9.19110, 0.53643, 5.07856], [7.53438, 0.27756, 5.68436], [8.39708, -0.72932, 4.47712], [6.45412, 2.39710, 5.58127], [8.03321, 2.83987, 5.37052], [6.84838, 3.41236, 4.14205], [6.25634, -1.77408, 3.30711], [7.29816, -1.64760, 1.81079], [5.54999, -2.04742, 1.73231], [4.54561, 1.45721, 4.02297], [15.24908, -0.07235, -5.41956], [16.69724, 0.51963, -5.15229], [16.61283, 1.26866, -3.75692], [16.96644, 0.30982, -2.66376], [18.25334, -0.51065, -2.71194], [18.17409, -1.30880, -4.04466], [17.74051, -0.53177, -5.22566], [17.66771, -1.26884, -6.37236], [19.55615, -1.80965, -4.34589], [17.12775, -2.48013, -3.86518], [17.14118, 1.64294, -6.26569], [15.11967, -0.77055, -6.24653], [14.47644, 0.67110, -5.61552], [14.83723, -0.57883, -4.54666], [17.32064, 2.09757, -3.75393], [15.60225, 1.55860, -3.46921], [16.16849, -0.43221, -2.69143], [16.87635, 0.92193, -1.76638], [18.24444, -1.09977, -1.79489], [19.15427, 0.09664, -2.62459], [19.52217, -2.42299, -5.24631], [20.25037, -0.99204, -4.53998], [19.99808, -2.39078, -3.53651], [17.38940, -2.94276, -2.91354], [16.04708, -2.33832, -3.85332], [17.45775, -3.25479, -4.55736], [16.87777, 1.15413, -7.20365], [18.19784, 1.89472, -6.17526], [16.48177, 2.51065, -6.28489], [18.34464, -0.88831, -6.93677], [7.61386, -4.87479, -11.37473], [7.76836, -3.39534, -11.85715], [6.45324, -2.64249, -11.93674], [5.84774, -2.39159, -10.59046], [6.80873, -1.53147, -9.76025], [8.18310, -2.24725, -9.55885], [8.61726, -2.70515, -10.93456], [9.92555, -3.26339, -10.89040], [9.27043, -1.24034, -9.06300], [8.29684, -3.34441, -8.49014], [8.31762, -3.51844, -13.27121], [8.54711, -5.43637, -11.41692], [6.88853, -5.20056, -12.12031], [7.34288, -4.99565, -10.32589], [6.56428, -1.67459, -12.42554], [5.63839, -3.14300, -12.45981], [5.60970, -3.25407, -9.96791], [4.85766, -1.95127, -10.70859], [6.43256, -1.46178, -8.73959], [7.02155, -0.62952, -10.33408], [10.24412, -1.64525, -8.78720], [9.51150, -0.43307, -9.75458], [8.89850, -0.53587, -8.31904], [8.01218, -2.73256, -7.63416], [7.48355, -4.07005, -8.50004], [9.31012, -3.74152, -8.42955], [7.58606, -3.85035, -14.00794], [9.26388, -4.04405, -13.39941], [8.46870, -2.50845, -13.65225], [9.71269, -4.04484, -10.37501], [9.76517, -2.68710, -4.92005], [10.49842, -1.48927, -4.15246], [10.92339, -0.43968, -5.26378], [11.61224, 0.81893, -4.55656], [10.47907, 1.55600, -3.72079], [9.88152, 0.58262, -2.68336], [9.59115, -0.80072, -3.18402], [8.82383, -1.62213, -2.36727], [10.79365, 0.59952, -1.40256], [8.57516, 1.26214, -2.36766], [11.64561, -2.13951, -3.38817], [9.42933, -3.52371, -4.30736], [10.53913, -3.16812, -5.51814], [8.94215, -2.29190, -5.51551], [11.49646, -0.80521, -6.11588], [9.94424, -0.03426, -5.51873], [11.82099, 1.48172, -5.39635], [12.55041, 0.56827, -4.06147], [9.77641, 2.01996, -4.41296], [11.02789, 2.26869, -3.10519], [11.74532, 0.54356, -1.93104], [10.73966, 1.47313, -0.75296], [10.70205, -0.18870, -0.65528], [8.24455, 0.81682, -1.42932], [8.65127, 2.32964, -2.16088], [7.68811, 1.09801, -2.97946], [11.24082, -2.82664, -2.64513], [12.19386, -1.34240, -2.88603], [12.40625, -2.57243, -4.03787], [7.97365, -1.73867, -2.79764], [14.01638, 6.00521, 1.25039], [13.31710, 5.69235, -0.11887], [12.67416, 6.95944, -0.66168], [12.24147, 6.92632, -2.06928], [13.35986, 6.54866, -2.94296], [14.04347, 5.21927, -2.52261], [14.37932, 5.26861, -1.11370], [15.13862, 4.13114, -0.71226], [13.23023, 4.01046, -2.98360], [15.38691, 5.13835, -3.20676], [12.23808, 4.57987, 0.05270], [13.33410, 5.91237, 2.09536], [14.49378, 6.98305, 1.18695], [14.91805, 5.44291, 1.49310], [11.84135, 7.20387, -0.00229], [13.40108, 7.76832, -0.58811], [11.79383, 7.88129, -2.34446], [11.48263, 6.14917, -1.97811], [13.90556, 7.45447, -3.20717], [12.96621, 6.28936, -3.92577], [13.51252, 3.57381, -3.94159], [13.16234, 3.18045, -2.28033], [12.21693, 4.37184, -3.15890], [15.37122, 5.04194, -4.29237], [15.98382, 6.04058, -3.07342], [15.81007, 4.18648, -2.88584], [12.78814, 3.66995, 0.29268], [11.75146, 4.26078, -0.86898], [11.58670, 4.76445, 0.90694], [15.85355, 4.48210, -0.17625]],
  "forces_ev_per_a": [[0.71, -4.40, 0.96], [-1.72, 3.79, -0.81], [-1.58, -0.03, -2.35], [0.43, 0.84, 0.54], [1.74, -0.33, 1.40], [0.12, 0.03, -0.36], [0.17, -0.35, -0.29], [0.00, -0.05, 0.26], [-0.07, -0.09, 0.20], [-0.25, -0.15, 0.25], [0.11, -0.10, 0.20], [0.34, 0.84, 0.13], [4.27, -1.40, -2.27], [-3.71, 0.97, 1.49], [-3.16, 3.03, -0.68], [0.95, -0.60, 0.73], [2.05, -1.71, 1.32], [0.12, 0.27, 0.11], [0.02, -0.48, 0.36], [-0.30, 0.18, 0.40], [0.61, 0.00, -1.22], [-0.14, -0.15, -1.09], [0.27, -0.30, 0.28], [-0.81, 0.12, 0.60], [0.20, 1.91, -0.27], [2.28, 0.98, -1.72], [-1.92, -2.41, -3.05], [-0.41, -0.69, 0.33], [0.14, -1.04, 2.59], [-0.01, -0.41, -0.02], [1.32, -0.26, 0.22], [0.68, -0.71, 0.98], [-2.05, 0.55, 1.90], [-1.42, 0.46, -0.40], [0.61, -0.66, 0.63], [-0.15, 0.73, -0.14], [0.13, 0.07, -0.36], [-0.03, 0.57, -0.49], [0.08, -0.11, -0.13], [0.19, -0.06, -0.22], [0.15, 0.22, 0.70], [-0.08, -0.20, -0.19], [-0.37, -0.03, 0.01], [-0.51, -0.11, -0.04], [0.32, 0.18, 0.30], [-0.11, 0.22, -0.29], [-0.06, 0.57, -0.59], [0.49, -0.34, -0.25], [0.37, -0.26, 0.69], [0.51, 0.41, 0.06], [-0.46, 0.60, -0.08], [0.04, 0.42, -0.34], [0.04, -0.42, 0.14], [-1.04, -1.25, 0.08], [2.34, 1.18, 1.40], [-0.56, -0.87, 1.68], [0.33, 0.23, 0.10], [-1.14, -0.70, -1.67], [0.87, -2.44, -1.36], [-0.76, -2.00, -0.13], [1.73, -0.47, 1.38], [0.29, 0.35, 0.13], [-0.63, 0.64, 0.74], [0.08, 0.78, -0.70], [0.45, 0.05, 0.25], [0.09, 0.53, -0.58], [0.63, 0.42, -0.10], [-0.10, 0.39, -1.47], [-1.60, 0.25, 0.18], [-0.29, 0.01, -0.18], [0.04, 0.07, 0.12], [0.31, -0.01, 0.44], [0.02, 0.00, -0.39], [-0.27, -0.28, 0.61], [0.24, 0.34, -0.06], [-0.46, 0.60, -0.26], [-0.04, 0.73, -0.34], [0.70, 0.64, -0.09], [0.14, 0.50, 0.19], [0.31, -0.38, -0.20], [-0.71, -0.29, 0.25], [-0.40, 0.26, 0.54], [-0.52, 0.78, -0.45], [1.33, 0.34, 0.23], [-0.41, 4.75, -0.35], [-2.91, -0.74, 1.58], [1.44, -0.45, -0.53], [-0.14, -1.85, -2.76], [0.77, 1.27, 2.06], [2.93, -0.57, -4.26], [-1.88, -0.63, 1.37], [-0.64, -0.26, 0.05], [-0.31, -0.98, 0.69], [-0.56, 0.01, 0.17], [-0.23, -0.82, 0.40], [0.41, 0.48, 0.51], [0.03, -0.66, -0.12], [1.13, 0.03, -0.56], [-0.69, -0.05, 0.26], [-0.04, 0.12, -0.27], [0.57, -0.08, 0.91], [0.34, 0.13, 0.04], [-0.23, 0.49, 0.54], [-0.18, 1.14, 0.07], [0.36, -0.58, 0.31], [-0.97, -0.24, -0.59], [-0.49, -0.06, -0.32], [0.51, 0.07, -0.61], [-0.09, -0.01, 0.24], [0.31, -0.13, -0.06], [0.04, -0.36, 0.31], [0.24, -0.41, -0.12], [-0.64, 0.00, 0.77], [-0.03, 0.34, -0.11], [-0.81, 1.39, -0.84], [1.48, -1.49, -1.22], [-0.14, -0.02, 1.08], [-1.12, 1.37, -1.02], [-1.53, -0.69, 0.46], [0.57, 3.17, 2.54], [-0.48, -0.86, -0.83], [0.52, -0.80, -0.51], [2.20, -0.94, 0.75], [-1.80, -2.09, 0.61], [0.68, -0.10, -0.12], [0.32, 0.66, -0.07], [0.39, -0.18, 0.32], [-0.24, 0.27, -0.06], [-0.05, 0.55, -0.79], [-0.24, -0.08, 0.57], [0.04, -0.46, 0.54], [0.09, -0.70, -0.45], [0.05, 0.24, -0.42], [0.20, -0.18, 0.05], [-0.20, 0.23, 0.02], [-0.24, -0.15, 0.09], [-0.23, -0.07, 0.34], [0.28, 0.51, -0.39], [-0.67, -0.03, -0.47], [0.68, 0.03, -0.41], [-0.20, -0.06, 0.02], [0.14, 0.20, 0.57], [0.14, -0.08, -0.20], [-0.51, 0.60, -0.37], [-0.04, -2.18, 0.41], [-1.11, -0.40, 0.43], [0.10, 0.63, 1.44], [0.68, -1.55, 0.23], [1.75, -0.02, -1.95], [1.08, 2.86, 0.15], [-1.12, 0.06, 0.26], [-0.36, 1.59, -0.79], [-1.98, 0.92, 0.22], [0.50, 1.60, -0.77], [0.05, 0.06, -0.71], [-0.08, -1.13, 0.59], [-0.82, 0.15, -0.24], [0.36, 0.02, -0.10], [0.58, -0.55, -0.68], [0.27, -0.71, -0.41], [0.10, 0.57, -0.01], [-0.24, 1.00, -0.03], [-0.14, 0.40, 0.65], [-0.36, -0.35, 0.21], [-0.01, -0.52, -1.08], [-0.31, -0.76, 1.01], [0.70, -0.32, 0.75], [0.35, -0.51, -0.41], [-0.30, -0.10, 0.26], [-0.22, -0.72, 0.44], [-0.21, -0.15, 0.29], [0.45, 0.31, 0.14], [0.86, -0.81, 0.11], [0.63, 1.07, 0.73], [-0.34, -1.47, -0.45], [-0.25, 1.02, 3.10], [-1.96, -0.33, -1.57], [3.09, -2.39, -0.17], [-1.53, 0.15, 0.57], [0.43, 1.64, -2.64], [0.65, -0.30, 0.93], [0.24, -0.18, -1.07], [-1.63, -0.59, 2.15], [0.56, 1.04, -0.13], [-0.21, 0.33, 0.53], [-0.10, 0.30, -0.52], [0.03, -0.15, -0.23], [-0.15, -0.34, 0.24], [0.03, -0.12, -0.92], [0.52, 0.19, 0.10], [-0.20, 0.11, 0.27], [-0.10, -0.15, 0.27], [-0.50, 0.58, -0.20], [0.63, 0.05, 1.02], [-0.06, 0.60, -0.67], [-0.32, -0.63, -0.68], [-0.21, 0.17, 0.37], [0.32, 0.01, -0.18], [0.46, -0.05, -0.89], [0.24, -0.15, -0.08], [-0.02, -0.08, 0.35], [-0.23, -0.53, -0.09], [-0.04, 0.30, -0.34], [0.34, 0.14, -0.82], [0.51, -1.47, -0.25], [1.13, 1.27, 1.49], [-1.57, -0.68, 0.77], [-0.42, -0.99, -1.67], [1.47, 0.69, -0.59], [-0.30, 1.58, 1.50], [-1.11, -0.35, 0.02], [-1.39, -0.14, -0.13], [0.61, -0.33, -1.10], [1.35, -0.60, 0.28], [0.00, 0.27, -0.09], [-0.65, 0.47, 0.12], [-0.39, -0.91, -0.22], [-0.05, 0.11, 0.10], [0.21, 0.15, 0.42], [-0.17, -0.14, -0.10], [-0.56, -0.05, -1.14], [1.12, -0.35, 0.70], [-0.24, -0.03, -0.29], [0.49, 0.24, -0.04], [0.27, 0.14, 0.24], [-0.36, -0.26, 0.12], [-0.73, 0.00, -0.23], [0.27, -0.31, 0.71], [0.72, 0.44, 0.17], [0.19, -0.14, 0.37], [-0.50, 0.70, 0.09], [-0.33, 0.17, -0.34], [0.11, 0.24, -0.13]],
  "mulliken_charge": [0.61, -0.67, 0.27, 0.04, -1.03, 0.01, 0.38, -0.41, -0.12, 0.38, 0.26, 0.34, 0.02, -0.62, 0.30, -0.98, -0.26, 0.31, 0.42, 0.37, 0.15, 0.27, -0.29, 0.39, -0.82, 0.62, 0.29, -1.05, -1.09, 0.37, -1.18, -1.10, 0.28, -0.92, -0.97, 0.27, 0.38, 0.25, 0.38, 0.32, 0.37, -0.02, 0.43, 0.56, 0.35, 0.28, 0.34, 0.25, 0.31, 0.26, 0.29, 0.22, 0.33, -1.88, 1.82, -0.65, -1.09, -0.80, 0.62, 0.94, -0.31, -1.81, -1.54, -1.98, 0.40, 0.36, 0.43, 0.10, 0.30, 0.54, 0.52, 0.77, 0.11, 0.51, 0.59, 0.18, 0.45, 0.41, 0.33, 0.54, 0.36, 0.51, 0.40, -1.52, 1.56, -1.24, 0.28, -1.45, 1.20, 0.49, -0.50, -1.72, -1.78, -1.53, 0.11, 0.39, 0.47, -0.05, 0.35, 0.18, 0.09, 0.32, 0.47, 0.40, 0.43, 0.34, 0.46, 0.39, 0.42, 0.31, 0.24, 0.46, 0.38, -1.86, 1.76, -0.65, 0.00, -1.41, 1.59, 0.40, -0.44, -2.06, -1.77, -1.87, 0.46, 0.60, -0.10, 0.37, -0.14, -0.49, 0.67, 0.44, 0.32, 0.44, 0.48, 0.35, 0.43, 0.23, 0.51, 0.48, 0.44, 0.34, 0.36, -1.65, 1.64, -1.15, -0.58, -1.30, 1.89, 0.08, -0.42, -1.82, -1.25, -2.04, 0.43, 0.51, 0.18, 0.32, 0.49, 0.26, 0.40, 0.39, 0.39, -0.01, 0.61, 0.53, 0.14, 0.24, 0.17, 0.40, 0.33, 0.50, 0.38, -2.27, 2.18, -1.57, -0.19, -0.82, 2.11, 0.51, -0.05, -0.62, -1.74, -1.15, 0.39, 0.41, 0.48, 0.40, 0.40, 0.78, -0.23, 0.54, -0.30, -0.40, 0.22, -0.07, 0.01, 0.43, 0.30, 0.41, -0.82, 0.50, 0.02, -1.71, 1.64, -1.27, -0.54, -1.59, 2.41, 0.08, -0.36, -2.09, -2.01, -1.96, 0.35, 0.42, 0.32, 0.43, 0.45, 0.41, 0.22, 0.37, 0.39, 0.38, 0.24, 0.57, 0.43, 0.48, 0.38, 0.40, 0.28, 0.57, 0.31]
}